{
  "formula": "C7H13OP",
  "method": "ωB97M-V/def2-TZVPD",
  "species": ["C", "C", "C", "C", "C", "C", "C", "O", "P", "H", "H", "H", "H", "H", "H", "H", "H", "H", "H", "H", "H", "H"],
  "positions_angstrom": [[1.788, 1.406, 0.028], [1.007, 2.326, -0.423], [1.380, -0.024, 0.377], [0.126, -0.586, -0.239], [0.345, -0.588, -1.794], [-0.199, -1.957, 0.195], [-1.915, 0.785, 1.581], [-2.484, 0.148, -0.964], [-1.372, 0.591, -0.124], [2.816, 1.644, 0.473], [0.875, 3.213, -0.930], [2.159, -0.729, -0.012], [1.416, -0.186, 1.421], [-0.721, -0.594, -2.221], [0.952, -1.518, -2.107], [0.902, 0.249, -1.950], [0.270, -2.879, -0.332], [-1.307, -2.177, 0.159], [0.166, -2.124, 1.213], [-2.870, 1.142, 1.412], [-1.888, 0.091, 2.417], [-1.447, 1.765, 1.819]],
  "e_lumo_ev": [-0.521, -0.107],
  "relative_energy_kj_mol": 349.1,
  "e_tot_ev": -18801.8727,
  "orbital_gap_ev": [7.87, 7.86]
}

=====

{
  "formula": "C6H15NO",
  "method": "ωB97M-V/def2-TZVPD",
  "species": ["C", "C", "C", "C", "C", "C", "N", "O", "H", "H", "H", "H", "H", "H", "H", "H", "H", "H", "H", "H", "H", "H", "H"],
  "positions_angstrom": [[-0.166, 0.000, -0.035], [1.466, 0.506, 0.497], [-1.099, 0.059, 1.166], [-0.600, 0.929, -1.156], [-1.272, -1.971, -1.185], [1.609, 1.984, 0.779], [0.135, -1.288, -0.533], [0.549, -2.151, 0.519], [1.348, -2.570, 0.176], [1.633, -0.089, 1.393], [2.152, 0.182, -0.285], [-0.853, -0.723, 1.879], [-2.134, -0.068, 0.851], [-1.008, 1.026, 1.656], [-1.630, 0.735, -1.448], [-0.548, 1.959, -0.813], [0.042, 0.801, -2.023], [-1.103, -3.041, -1.098], [-1.269, -1.634, -2.216], [-2.222, -1.746, -0.699], [1.550, 2.575, -0.134], [0.843, 2.339, 1.468], [2.579, 2.189, 1.241]],
  "e_lumo_ev": 0.938,
  "relative_energy_kj_mol": 333.4,
  "e_tot_ev": -10000.3012,
  "smiles": "CCC(C)(C)N(C)O",
  "orbital_gap_ev": 9.59
}

=====

{
  "formula": "C20H50B3MgO11S4",
  "method": "ωB97M-V/def2-TZVPD",
  "species": ["Mg", "B", "H", "H", "H", "H", "B", "H", "H", "H", "H", "B", "H", "H", "H", "H", "C", "C", "C", "O", "C", "O", "O", "H", "H", "H", "H", "H", "H", "C", "C", "C", "S", "O", "O", "C", "H", "H", "H", "H", "H", "H", "H", "H", "C", "C", "C", "S", "O", "O", "C", "H", "H", "H", "H", "H", "H", "H", "H", "C", "C", "C", "S", "O", "O", "C", "H", "H", "H", "H", "H", "H", "H", "H", "C", "C", "C", "S", "O", "O", "C", "H", "H", "H", "H", "H", "H", "H", "H"],
  "positions_angstrom": [[-21.115, 18.087, 14.883], [-20.745, 19.216, 13.252], [-21.644, 19.635, 13.678], [-20.528, 19.595, 12.266], [-19.972, 19.409, 13.980], [-20.980, 18.174, 13.099], [-21.074, 19.139, 16.612], [-20.118, 19.223, 16.121], [-20.937, 19.714, 17.515], [-21.858, 19.558, 16.000], [-21.312, 18.107, 16.820], [-22.834, 16.858, 14.569], [-23.209, 16.760, 13.562], [-23.498, 16.254, 15.168], [-21.865, 16.383, 14.579], [-22.799, 17.890, 14.879], [-16.487, 21.106, 12.731], [-17.111, 22.276, 13.458], [-18.084, 21.827, 14.504], [-17.812, 22.564, 15.703], [-16.447, 23.017, 15.449], [-15.640, 23.379, 16.283], [-16.037, 22.752, 14.235], [-15.863, 20.553, 13.433], [-15.873, 21.398, 11.879], [-17.284, 20.466, 12.354], [-17.352, 23.102, 12.790], [-18.043, 20.765, 14.746], [-19.138, 21.986, 14.276], [-21.253, 16.965, 20.748], [-22.255, 15.849, 21.135], [-22.487, 14.911, 19.955], [-21.915, 16.024, 18.407], [-23.021, 16.231, 17.443], [-20.631, 15.578, 17.943], [-21.778, 17.521, 19.430], [-20.254, 16.596, 20.518], [-21.280, 17.653, 21.593], [-23.241, 16.283, 21.301], [-22.022, 15.340, 22.070], [-23.551, 14.760, 19.774], [-21.835, 14.043, 20.065], [-22.784, 17.941, 19.426], [-21.054, 18.178, 18.949], [-18.329, 19.652, 19.447], [-17.964, 20.723, 18.507], [-16.388, 20.775, 18.302], [-15.790, 19.043, 18.522], [-14.817, 18.956, 19.662], [-15.563, 18.465, 17.192], [-17.442, 18.426, 18.937], [-19.387, 19.400, 19.373], [-18.063, 19.959, 20.459], [-18.209, 21.749, 18.779], [-18.614, 20.604, 17.640], [-15.832, 21.372, 19.025], [-16.108, 21.199, 17.338], [-17.412, 17.668, 19.719], [-17.918, 17.930, 18.091], [-15.785, 16.094, 14.395], [-16.185, 15.333, 15.630], [-17.724, 14.975, 15.618], [-18.378, 16.200, 14.310], [-19.467, 17.059, 14.770], [-18.648, 15.386, 13.095], [-16.885, 17.176, 14.215], [-15.645, 15.356, 13.606], [-14.781, 16.512, 14.471], [-15.973, 15.936, 16.512], [-15.489, 14.494, 15.625], [-18.328, 15.212, 16.494], [-17.974, 13.951, 15.341], [-16.944, 17.808, 15.101], [-17.027, 17.780, 13.318], [-23.392, 22.513, 15.686], [-22.210, 22.580, 16.806], [-22.966, 22.615, 18.129], [-24.440, 21.613, 18.085], [-25.666, 22.287, 18.571], [-24.063, 20.362, 18.641], [-24.436, 21.549, 16.171], [-22.967, 22.361, 14.694], [-23.792, 23.524, 15.600], [-21.607, 23.470, 16.626], [-21.615, 21.670, 16.729], [-23.290, 23.646, 18.276], [-22.447, 22.439, 19.071], [-25.460, 21.714, 15.835], [-24.015, 20.563, 15.974]],
  "e_lumo_ev": [0.245, -5.558],
  "e_tot_ev": -94876.4255,
  "multiplicity": 2,
  "orbital_gap_ev": [10.39, 4.59]
}